[1]
Formula: C3H10O3
Source: OMol25
Level of theory: the ωB97M-V functional and the def2-TZVPD basis

The SMILES is OCCCO.O. The energy above the lowest of the compared OMol25 structures with the same formula, charge and spin is 197.8 kJ/mol. The value obtained for the total energy is -345.9391 Ha.

Geometry as ORCA input:
```
! RIJCOSX wB97M-V def2-TZVPD def2/J DEFGRID3
* xyz 0 1
O 1.44 0.68 2.29
C 1.03 0.04 1.05
C -0.16 0.78 0.41
C -0.06 0.49 -1.16
O 1.04 0.73 -2.00
H 0.79 1.32 2.50
H 2.01 -0.17 0.58
H 0.81 -0.98 1.55
H -1.24 0.40 0.75
H -0.21 1.83 0.83
H 0.00 -0.65 -1.12
H -0.93 0.82 -1.76
H 1.08 1.66 -2.17
O -2.06 -1.91 -0.59
H -2.15 -2.68 0.02
H -1.39 -2.36 -1.19
*
```

---

[2]
Formula: C12H24CaO16SrV2
Source: OMol25
Level of theory: the ωB97M-V functional and the def2-TZVPD basis

The value obtained for the total energy is -4271.9466 Ha.

Geometry as ORCA input:
```
! RIJCOSX wB97M-V def2-TZVPD def2/J DEFGRID3
* xyz 0 1
O 2.13 2.55 2.34
V 2.67 1.73 1.06
O 3.02 2.79 -0.02
O 4.89 -0.74 -1.04
V 3.55 -0.88 -1.92
O 3.71 0.23 -3.06
Sr 1.38 -1.99 2.21
Ca 0.55 -3.50 -1.31
C 4.47 -0.06 2.13
O 4.55 1.25 1.86
O 5.51 -0.67 2.31
O 3.25 -0.51 2.29
C 3.39 -3.77 0.67
O 4.33 -3.63 -0.21
O 3.61 -3.53 1.90
O 2.12 -3.78 0.23
C 1.15 -0.27 -0.07
O 0.67 -1.47 -0.25
O 0.79 0.37 0.96
O 2.30 0.09 -0.56
C -2.18 -0.78 4.66
C -1.25 -0.22 3.60
C -1.38 1.27 3.38
O 0.14 -0.52 3.98
H -1.87 -1.70 5.15
H -3.21 -0.88 4.29
H -2.28 -0.01 5.44
H -1.41 -0.80 2.68
H -1.22 1.54 2.34
H -0.67 1.80 4.01
H -2.39 1.58 3.65
H 0.37 0.11 4.67
C -3.79 1.60 0.67
C -2.79 0.71 -0.04
C -3.36 0.06 -1.31
O -1.63 1.50 -0.38
H -3.30 2.40 1.21
H -4.42 1.03 1.37
H -4.55 2.07 0.04
H -2.38 -0.08 0.59
H -4.44 -0.03 -1.24
H -2.93 -0.94 -1.47
H -3.13 0.65 -2.20
H -1.01 1.37 0.34
C -0.90 0.63 -5.79
C 0.20 0.28 -4.77
C -0.24 0.57 -3.36
O 0.50 -1.12 -4.90
H -0.55 1.29 -6.57
H -1.66 1.23 -5.29
H -1.38 -0.26 -6.18
H 1.05 0.90 -5.04
H -0.92 -0.23 -3.02
H -0.70 1.54 -3.23
H 0.62 0.57 -2.67
H 1.02 -1.37 -4.13
*
```

---

[3]
Formula: C5H13N
Source: OMol25
Level of theory: the ωB97M-V functional and the def2-TZVPD basis

The SMILES is CC(C)[C@H](C)N. The energy above the lowest of the compared OMol25 structures with the same formula, charge and spin is 177.7 kJ/mol. The value obtained for the total energy is -252.9954 Ha.

Geometry as ORCA input:
```
! RIJCOSX wB97M-V def2-TZVPD def2/J DEFGRID3
* xyz 0 1
C 1.15 1.55 0.57
C 0.40 0.20 0.61
C 1.33 -1.07 0.31
C -0.93 0.28 -0.27
C -1.82 -0.93 0.04
N -0.72 0.24 -1.68
H 0.44 2.30 0.64
H 1.73 1.62 -0.30
H 1.88 1.66 1.42
H 0.15 -0.28 1.61
H 1.82 -0.99 -0.70
H 2.11 -1.05 1.05
H 0.76 -1.91 0.40
H -1.35 1.35 0.04
H -2.35 -0.74 0.88
H -2.58 -1.04 -0.59
H -1.23 -1.75 0.24
H -0.21 -0.46 -2.06
H -0.57 1.03 -2.21
*
```

---

no.,E_HOMO (eV)
1,-9.688
2,-7.017
3,-8.636